## one
17
Properties=species:S:1:pos:R:3:nbo_charge:R:1 method="wB97M-V/def2-TZVPD" gap_ha=0.3497 charge=+1 mol_weight_g_mol=108.12
C 1.47 0.16 1.33 -0.70
C -1.44 0.76 -0.11 0.50
C 0.61 -0.02 0.03 0.34
N 0.13 -1.57 0.10 -0.79
O -2.03 0.17 -1.14 -0.68
O -1.34 2.10 -0.14 -0.67
O 1.02 0.15 -1.23 -0.70
H 2.29 -0.54 1.24 0.22
H 2.05 1.15 1.33 0.27
H 0.72 0.08 2.12 0.24
H -1.87 0.26 0.72 0.16
H -0.49 -1.63 0.93 0.44
H 0.94 -2.27 -0.10 0.44
H -0.56 -1.66 -0.65 0.44
H -1.81 0.58 -1.99 0.50
H -1.56 2.50 -1.03 0.51
H 1.88 -0.24 -1.39 0.48

---

## two
17
Properties=species:S:1:pos:R:3:nbo_charge:R:1 method="wB97M-V/def2-TZVPD" gap_ha=0.1761 charge=+1 mol_weight_g_mol=108.12
O 0.83 0.06 1.63 -0.60
C 0.41 -0.79 0.47 0.30
O -0.79 -1.02 0.28 -0.39
C 0.98 0.05 -1.02 0.21
C -0.29 0.66 -1.65 -0.60
N 1.91 0.97 -0.52 -0.72
H -2.08 -1.19 1.87 0.46
H 1.45 -0.73 -1.64 0.23
H -0.81 1.23 -0.85 0.24
H 0.05 1.26 -2.51 0.28
H -1.00 -0.12 -1.91 0.27
H 2.49 1.58 -1.09 0.45
H 1.23 -1.59 0.39 0.33
H 1.96 1.03 0.52 0.46
H -0.13 0.23 1.20 0.52
H -3.55 -0.76 2.27 0.48
O -2.65 -0.86 2.57 -0.94

---

It comes down to one, which is 476.6 kJ/mol more stable than the next structure.

---

## one
13
Properties=species:S:1:pos:R:3:nbo_charge:R:1 method="wB97M-V/def2-TZVPD" gap_ha=0.3460 mol_weight_g_mol=112.22 smiles=NCN.SS
S -2.62 -1.45 0.10 -0.13
S -3.01 0.61 -0.33 -0.17
H -2.11 -1.36 1.28 0.10
H -1.67 0.99 -0.54 0.18
N 0.38 -0.21 -1.04 -0.88
C 1.51 0.32 -0.25 -0.04
N 1.15 0.27 1.22 -0.87
H 0.12 -1.21 -0.71 0.38
H 0.49 -0.22 -2.03 0.37
H 1.81 1.34 -0.48 0.17
H 2.41 -0.29 -0.30 0.15
H 0.18 0.02 1.49 0.36
H 1.36 1.19 1.60 0.36

---

## two
13
Properties=species:S:1:pos:R:3:nbo_charge:R:1 method="wB97M-V/def2-TZVPD" gap_ha=0.3354 mol_weight_g_mol=112.22 smiles=NCN.SS
S 0.04 2.96 0.96 -0.10
S -1.58 1.78 1.42 -0.20
H 0.83 2.59 1.94 0.12
H -1.37 0.44 1.59 0.18
N -0.62 -1.47 -0.03 -0.91
C 0.21 -0.80 -1.15 -0.05
N 1.36 -0.05 -0.81 -0.82
H -0.06 -2.20 0.42 0.36
H -1.49 -1.66 -0.49 0.37
H -0.47 -0.16 -1.66 0.18
H 0.34 -1.71 -1.84 0.15
H 1.87 -0.54 0.01 0.35
H 0.92 0.80 -0.37 0.37

---

It comes down to one, which is 39.3 kJ/mol more stable than the next structure.

---

## one
22
Properties=species:S:1:pos:R:3:nbo_charge:R:1 method="wB97M-V/def2-TZVPD" gap_ha="0.3043 / 0.3043" charge=+1 mol_weight_g_mol=142.18
C 1.70 0.48 -0.09 0.24
C 0.50 1.00 -0.23 0.06
C 3.12 0.53 0.06 0.31
C -0.47 -0.15 0.10 0.40
C 0.13 2.35 -0.66 -0.66
C -1.20 0.10 1.40 -0.63
C 0.71 -2.42 -0.69 -0.42
N 0.45 -1.35 0.31 -0.53
O 4.05 -0.18 0.18 -0.39
O -1.29 -0.26 -1.04 -0.68
H 3.40 1.67 0.13 0.20
H 1.00 3.14 -0.37 0.26
H -0.78 2.56 -0.12 0.25
H -0.07 2.23 -1.74 0.29
H -1.78 -0.86 1.83 0.25
H -1.86 0.83 1.17 0.23
H -0.56 0.33 2.12 0.23
H -0.05 -3.17 -0.37 0.22
H 0.66 -2.23 -1.77 0.24
H 1.67 -2.73 -0.62 0.22
H 0.77 -1.52 1.23 0.42
H -2.12 -0.58 -0.74 0.49

---

## two
22
Properties=species:S:1:pos:R:3:nbo_charge:R:1 method="wB97M-V/def2-TZVPD" gap_ha="0.2660 / 0.2660" charge=+1 mol_weight_g_mol=142.18
C -0.44 1.85 -0.44 -0.35
C 0.91 1.72 -0.16 -0.08
C -1.44 0.96 -0.09 0.19
C 1.60 0.54 0.17 0.10
C 1.31 -0.74 -0.31 0.40
C 0.46 -1.06 -1.48 -0.68
C -2.35 -1.00 1.03 -0.42
N -1.28 -0.23 0.46 -0.48
O 2.72 0.58 0.95 -0.69
O 2.04 -1.75 0.12 -0.61
H -0.76 2.81 -0.82 0.25
H 1.49 2.64 -0.15 0.24
H -2.47 1.28 -0.24 0.23
H 1.06 -1.67 -2.15 0.28
H 0.11 -0.17 -1.99 0.25
H -0.40 -1.68 -1.21 0.25
H -3.32 -0.59 0.74 0.23
H -2.29 -2.03 0.70 0.23
H -2.29 -0.99 2.12 0.23
H -0.34 -0.48 0.77 0.41
H 2.96 1.48 1.21 0.51
H 2.71 -1.47 0.77 0.52

---

It comes down to two, which is 407.4 kJ/mol more stable than the next structure.

---

## one
21
Properties=species:S:1:pos:R:3:nbo_charge:R:1 method="wB97M-V/def2-TZVPD" gap_ha="0.2844 / 0.2565" mol_weight_g_mol=114.26
C -2.62 0.92 0.79 -0.32
C -1.76 0.63 -0.13 0.15
C -2.23 1.11 2.28 -0.63
C -1.67 0.23 -1.54 -0.72
C 1.74 -1.02 -1.68 -0.60
C 2.63 -0.80 -0.44 -0.83
Si 1.72 -0.16 1.16 0.68
H -3.57 1.34 0.69 0.20
H -1.67 0.27 2.73 0.22
H -1.53 1.94 2.22 0.22
H -3.11 1.41 2.83 0.21
H -0.82 0.73 -2.13 0.22
H -1.46 -0.82 -1.63 0.23
H -2.64 0.51 -2.20 0.22
H 0.93 -1.71 -1.30 0.19
H 1.32 -0.17 -2.08 0.20
H 2.20 -1.56 -2.48 0.21
H 3.38 -0.11 -0.68 0.22
H 3.17 -1.79 -0.25 0.24
H 2.69 0.30 2.25 -0.16
H 0.34 0.47 1.07 -0.16

---

## two
21
Properties=species:S:1:pos:R:3:nbo_charge:R:1 method="wB97M-V/def2-TZVPD" gap_ha="0.3055 / 0.2690" mol_weight_g_mol=114.26
C -1.48 0.79 1.61 -0.12
C -2.31 0.91 0.63 -0.11
C -3.65 1.67 0.85 -0.64
C -2.03 0.47 -0.83 -0.61
C 3.66 -1.68 -0.89 -0.61
C 2.17 -1.31 -0.70 -0.89
Si 1.68 -0.49 0.87 0.84
H -1.51 1.11 2.56 0.15
H -4.32 1.41 -0.02 0.21
H -4.08 1.31 1.82 0.22
H -3.45 2.75 0.99 0.22
H -1.31 -0.18 -1.00 0.21
H -1.68 1.48 -1.29 0.21
H -2.96 0.27 -1.30 0.20
H 4.40 -1.11 -0.27 0.21
H 3.81 -2.73 -0.69 0.21
H 3.77 -1.34 -1.94 0.21
H 1.49 -2.20 -0.74 0.24
H 1.91 -0.67 -1.50 0.23
H 1.01 -1.18 1.86 -0.19
H 2.85 0.18 1.32 -0.21

---

It comes down to one, which is 10.5 kJ/mol more stable than the next structure.

---

## one
8
Properties=species:S:1:pos:R:3:nbo_charge:R:1 method="wB97M-V/def2-TZVPD" gap_ha=0.3959 charge=+2 mol_weight_g_mol=56.07 smiles="C1=[NH+]C=[NH+]1"
C 0.41 -0.90 0.25 0.54
C -0.46 0.88 -0.31 0.53
N -0.83 -0.58 0.21 -0.44
N 0.81 0.57 -0.19 -0.45
H 1.10 -1.71 0.58 0.36
H -1.06 1.88 -0.57 0.39
H -1.77 -1.05 0.24 0.54
H 1.78 0.93 -0.21 0.54

---

## two
8
Properties=species:S:1:pos:R:3:nbo_charge:R:1 method="wB97M-V/def2-TZVPD" gap_ha=0.5121 charge=+2 mol_weight_g_mol=56.07
C -1.41 0.42 -0.27 0.43
C 1.90 -0.26 0.23 0.58
N -1.70 -0.70 -0.39 -0.31
N 1.12 0.54 0.35 -0.46
H -1.64 1.48 -0.31 0.34
H 2.69 -1.02 -0.11 0.37
H -1.67 -1.72 -0.40 0.53
H 0.72 1.27 0.90 0.51

---

It comes down to two, which is 145.7 kJ/mol more stable than the next structure.

---

## one
7
Properties=species:S:1:pos:R:3:nbo_charge:R:1 method="wB97M-V/def2-TZVPD" gap_ha=0.3046 mol_weight_g_mol=61.02
C -0.42 0.80 0.08 -0.36
N 0.31 -0.29 -0.37 -0.84
P 0.46 -1.73 0.15 0.79
H -0.41 1.64 -0.56 0.19
H 0.21 1.28 1.31 0.14
H -1.41 0.49 0.18 0.19
H 1.28 -2.20 -0.79 -0.11

---

## two
7
Properties=species:S:1:pos:R:3:nbo_charge:R:1 method="wB97M-V/def2-TZVPD" gap_ha=0.3452 mol_weight_g_mol=61.02
C -0.47 -0.40 -0.16 0.02
N -0.85 -0.81 -1.21 -0.66
P 1.03 -0.74 0.80 0.30
H -1.32 0.85 0.71 -0.06
H -1.68 -0.47 -1.63 0.38
H 1.11 0.69 1.29 0.02
H 1.82 -0.80 -0.31 -0.01

---

It comes down to one, which is 71.0 kJ/mol more stable than the next structure.

---

## one
9
Properties=species:S:1:pos:R:3:nbo_charge:R:1 method="wB97M-V/def2-TZVPD" gap_ha=0.3546 mol_weight_g_mol=110.48 smiles="C=PCl.C=O"
C 1.99 -1.57 1.12 0.30
C -1.97 1.61 -0.52 -0.94
O 1.26 -0.76 0.56 -0.51
P -1.14 0.18 -0.65 0.77
Cl -0.29 0.15 -2.48 -0.31
H 3.03 -1.77 0.87 0.11
H 1.75 -2.13 2.06 0.10
H -2.68 1.75 0.30 0.23
H -1.95 2.55 -1.25 0.24

---

## two
9
Properties=species:S:1:pos:R:3:nbo_charge:R:1 method="wB97M-V/def2-TZVPD" gap_ha="0.2571 / 0.2575" mol_weight_g_mol=110.48
C -0.30 -0.02 -1.10 0.14
C 0.55 -1.45 0.76 -0.27
O -0.04 -0.21 0.20 -0.49
P -0.77 4.03 0.50 0.25
Cl -1.55 3.53 -1.24 -0.25
H 0.04 -0.94 -1.59 0.03
H 1.59 -1.11 1.03 0.20
H 0.62 -2.17 -0.10 0.18
H -0.14 -1.66 1.54 0.21

---

It comes down to one, which is 364.1 kJ/mol more stable than the next structure.